[1]
2 unconnected molecules or ions with the total composition C3H3N3O2 in a non-equilibrium geometry. Source: OMol25; level of theory: ωB97M-V with the def2-TZVPD basis set.

Properties
- E_LUMO (eV) = -1.102
- highest occupied orbital energy (eV) = -10.09
- charge = 0
- orbital gap (hartree) = 0.33023
- energy relative to the best compared isomer or geometry (same formula, charge and spin) (kJ/mol) = 381.8
- M (g/mol) = 113.076
- F_max (Eh/bohr) = 0.14106

Element x y z (Å)
C: 0.97 -0.05 0.16
C: -1.33 -0.79 0.09
C: -1.29 0.68 0.03
H: 2.92 0.50 -0.21
H: 0.66 -2.02 -0.39
H: 0.14 2.21 0.33
N: 2.17 -0.26 -0.38
N: 0.06 -1.09 0.44
N: 0.10 1.05 0.25
O: -2.21 -1.65 -0.14
O: -2.19 1.42 -0.19

Electronic structure analysis, Mulliken charges in units of e: atom 1 (C): 0.3897, atom 2 (C): 0.4928, atom 3 (C): 0.3345, atom 4 (H): 0.2547, atom 5 (H): 0.3974, atom 6 (H): 0.3520, atom 7 (N): -0.6331, atom 8 (N): -0.3946, atom 9 (N): -0.1861, atom 10 (O): -0.5113, atom 11 (O): -0.4960

[2]
4 unconnected molecules or ions with the total composition H8O4 in a non-equilibrium geometry. Source: OMol25; level of theory: ωB97M-V with the def2-TZVPD basis set.

Properties
- E_LUMO (eV) = 0.110
- highest occupied orbital energy (eV) = -11.09
- charge = 0
- orbital gap (hartree) = 0.41165
- energy relative to the best compared isomer or geometry (same formula, charge and spin) (kJ/mol) = 189.1
- M (g/mol) = 72.060
- F_max (Eh/bohr) = 0.06105

Element x y z (Å)
O: -0.97 -1.08 0.17
H: -1.04 -0.15 0.38
H: -0.13 -1.33 -0.33
O: -0.15 0.55 2.67
H: -0.50 1.23 2.04
H: -0.42 -0.32 2.40
O: 1.66 -1.19 1.04
H: 1.90 -0.27 0.68
H: 1.39 -1.55 0.20
O: -0.85 1.25 -2.82
H: -0.11 1.97 -2.73
H: -0.79 0.87 -3.70

Electronic structure analysis, Mulliken charges in units of e: atom 1 (O): -0.5725, atom 2 (H): 0.2678, atom 3 (H): 0.2511, atom 4 (O): -0.6291, atom 5 (H): 0.2908, atom 6 (H): 0.3650, atom 7 (O): -0.5924, atom 8 (H): 0.3391, atom 9 (H): 0.2740, atom 10 (O): -0.6402, atom 11 (H): 0.3301, atom 12 (H): 0.3162

[3]
A molecular structure, C31H41BN5O2SScSe. Source: OMol25; level of theory: ωB97M-V with the def2-TZVPD basis set.

Properties
- E_LUMO (eV) = 4.464
- highest occupied orbital energy (eV) = -1.69
- charge = -2
- orbital gap (hartree) = 0.22628
- energy relative to the best compared isomer or geometry (same formula, charge and spin) (kJ/mol) = 0.0
- M (g/mol) = 682.497
- F_max (Eh/bohr) = 0.01112

Element x y z (Å)
Sc: -0.36 -0.05 0.39
C: -1.59 0.00 2.69
C: -0.23 -0.02 3.06
C: 0.35 1.20 2.58
C: -0.70 1.93 1.96
C: -1.90 1.20 2.03
C: -3.32 1.71 1.82
C: -3.38 2.91 0.88
C: -3.83 2.16 3.20
C: -4.25 0.61 1.31
C: 1.69 1.89 2.86
C: 1.79 2.17 4.38
C: 2.93 1.12 2.38
C: 1.75 3.26 2.18
C: 0.24 -1.13 4.01
C: -0.23 -0.75 5.43
C: 1.74 -1.42 4.06
C: -0.44 -2.46 3.66
H: -2.29 -0.79 2.88
H: -0.60 2.88 1.47
H: -2.74 3.72 1.23
H: -4.40 3.29 0.83
H: -3.06 2.64 -0.12
H: -3.17 2.94 3.61
H: -3.84 1.32 3.90
H: -4.85 2.57 3.13
H: -3.96 0.29 0.31
H: -5.28 0.98 1.26
H: -4.23 -0.27 1.95
H: 1.88 1.26 4.96
H: 0.90 2.71 4.71
H: 2.67 2.79 4.58
H: 2.81 0.04 2.42
H: 3.81 1.40 2.98
H: 3.15 1.38 1.35
H: 1.00 3.95 2.57
H: 1.62 3.18 1.10
H: 2.74 3.70 2.36
H: 0.23 0.18 5.77
H: 0.03 -1.54 6.14
H: -1.31 -0.61 5.44
H: 2.33 -0.56 4.38
H: 2.12 -1.76 3.10
H: 1.92 -2.22 4.78
H: -1.52 -2.43 3.84
H: -0.03 -3.26 4.28
H: -0.29 -2.73 2.62
B: -0.30 3.10 -1.49
N: -1.41 2.09 -1.93
C: -2.21 2.22 -2.99
C: -3.06 1.13 -3.06
C: -2.68 0.35 -1.97
N: -1.70 0.94 -1.28
N: 1.05 2.34 -1.41
C: 2.14 2.57 -2.16
C: 3.09 1.62 -1.86
C: 2.48 0.81 -0.90
N: 1.25 1.26 -0.63
H: -0.21 3.94 -2.36
H: -0.59 3.59 -0.42
H: -2.11 3.08 -3.63
H: -3.81 0.92 -3.80
H: -3.03 -0.62 -1.66
H: 2.14 3.39 -2.86
H: 4.07 1.49 -2.30
H: 2.84 -0.09 -0.43
O: 2.48 -3.08 1.15
C: 1.42 -2.65 0.72
O: 1.08 -1.41 0.84
C: 0.47 -3.62 0.05
C: 1.08 -4.79 -0.41
C: 0.38 -5.81 -1.03
C: -0.99 -5.67 -1.19
C: -1.62 -4.52 -0.75
C: -0.92 -3.47 -0.14
S: -1.92 -2.11 0.37
H: 2.15 -4.86 -0.26
H: 0.90 -6.69 -1.39
H: -1.57 -6.45 -1.68
H: -2.69 -4.40 -0.88
Se: 0.21 -1.27 -2.58
C: 1.95 -1.82 -2.59
N: 3.05 -2.16 -2.61

Electronic structure analysis, Mulliken charges in units of e: atom 1 (Sc): -0.6554, atom 2 (C): -1.2963, atom 3 (C): 1.4863, atom 4 (C): 0.6150, atom 5 (C): -0.6525, atom 6 (C): 1.4687, atom 7 (C): 1.6105, atom 8 (C): -1.5641, atom 9 (C): -1.8576, atom 10 (C): -1.6023, atom 11 (C): 1.9721, atom 12 (C): -1.7870, atom 13 (C): -1.5224, atom 14 (C): -2.1041, atom 15 (C): 2.1961, atom 16 (C): -1.8376, atom 17 (C): -1.9755, atom 18 (C): -2.1317, atom 19 (H): 0.3491, atom 20 (H): 0.0163, atom 21 (H): 0.2546, atom 22 (H): 0.4390, atom 23 (H): 0.1580, atom 24 (H): 0.3215, atom 25 (H): 0.2833, atom 26 (H): 0.4388, atom 27 (H): 0.1171, atom 28 (H): 0.4685, atom 29 (H): 0.2461, atom 30 (H): 0.2552, atom 31 (H): 0.2670, atom 32 (H): 0.5367, atom 33 (H): -0.0218, atom 34 (H): 0.4928, atom 35 (H): 0.3479, atom 36 (H): 0.3233, atom 37 (H): 0.2541, atom 38 (H): 0.4436, atom 39 (H): 0.2580, atom 40 (H): 0.4845, atom 41 (H): 0.2618, atom 42 (H): 0.1693, atom 43 (H): -0.0021, atom 44 (H): 0.6385, atom 45 (H): 0.3019, atom 46 (H): 0.5185, atom 47 (H): 0.3161, atom 48 (B): 0.0394, atom 49 (N): -0.3943, atom 50 (C): -0.2562, atom 51 (C): -1.3717, atom 52 (C): -0.7873, atom 53 (N): 1.6260, atom 54 (N): -0.6881, atom 55 (C): -0.3665, atom 56 (C): -1.4533, atom 57 (C): -1.2403, atom 58 (N): 2.3927, atom 59 (H): -0.2281, atom 60 (H): -0.0854, atom 61 (H): 0.4153, atom 62 (H): 0.4129, atom 63 (H): 0.5310, atom 64 (H): 0.3777, atom 65 (H): 0.4276, atom 66 (H): 0.8530, atom 67 (O): -0.7912, atom 68 (C): -0.0258, atom 69 (O): 0.4639, atom 70 (C): 0.1563, atom 71 (C): -0.9891, atom 72 (C): -0.6425, atom 73 (C): -0.4912, atom 74 (C): -1.0589, atom 75 (C): 1.4496, atom 76 (S): -0.4897, atom 77 (H): 0.4101, atom 78 (H): 0.3458, atom 79 (H): 0.3373, atom 80 (H): 0.3952, atom 81 (Se): -0.1370, atom 82 (C): 0.3918, atom 83 (N): -0.8291

[4]
4 unconnected molecules or ions with the total composition C24H49N5O7 in a non-equilibrium geometry. Source: OMol25; level of theory: ωB97M-V with the def2-TZVPD basis set.

Properties
- E_LUMO (eV) = -1.070
- highest occupied orbital energy (eV) = -8.35
- charge = 0
- orbital gap (hartree) = 0.26746
- M (g/mol) = 519.684
- F_max (Eh/bohr) = 0.24355

Element x y z (Å)
H: -4.23 -1.67 1.40
N: -3.84 -0.71 1.59
C: -4.93 0.16 1.65
C: -4.71 1.78 1.94
C: -4.90 2.65 0.54
C: -4.22 1.69 -0.65
N: -4.08 1.05 -1.79
N: -4.10 3.94 0.75
C: -2.92 3.93 0.05
C: -1.52 3.26 0.69
C: -2.71 4.61 -1.46
C: -6.44 3.11 0.22
C: -6.56 4.67 0.81
N: -6.81 5.90 1.22
C: -7.60 2.27 1.01
N: -9.01 2.88 0.84
O: -6.62 3.24 -1.23
C: -7.36 2.13 -1.83
C: -7.01 2.15 -3.46
H: -5.98 -0.34 1.46
H: -5.35 2.19 2.83
H: -3.58 1.89 2.25
H: -1.00 2.52 -0.05
H: -0.78 4.18 0.81
H: -1.67 2.84 1.78
H: -2.95 5.76 -1.45
H: -3.39 4.01 -2.22
H: -1.59 4.43 -1.85
H: -7.62 1.10 0.74
H: -7.43 2.29 2.19
H: -9.36 3.26 1.75
H: -9.03 3.58 0.08
H: -8.52 2.31 -1.76
H: -7.02 1.06 -1.44
H: -6.80 1.08 -3.88
H: -5.99 2.76 -3.58
H: -7.81 2.77 -4.05
C: -1.43 -0.19 -2.18
O: -0.02 -0.29 -2.39
C: 0.43 -1.65 -2.35
C: 0.67 -2.20 -3.76
O: -0.56 -2.32 -4.48
C: -0.75 -1.26 -5.41
H: -1.74 0.83 -2.46
H: -1.98 -0.90 -2.80
H: -1.65 -0.35 -1.13
H: -0.27 -2.28 -1.79
H: 1.39 -1.64 -1.81
H: 1.09 -3.20 -3.67
H: 1.39 -1.58 -4.31
H: -0.10 -1.41 -6.28
H: -0.55 -0.29 -4.96
H: -1.79 -1.29 -5.74
C: 1.31 -2.22 2.07
O: 2.10 -2.30 0.89
C: 3.00 -1.19 0.77
C: 4.43 -1.59 1.16
O: 4.51 -1.89 2.56
C: 4.52 -3.29 2.82
H: 0.82 -3.18 2.22
H: 1.92 -2.00 2.95
H: 0.54 -1.45 1.95
H: 2.66 -0.34 1.36
H: 3.00 -0.90 -0.29
H: 5.10 -0.74 0.98
H: 4.78 -2.44 0.56
H: 5.50 -3.70 2.56
H: 3.74 -3.81 2.26
H: 4.35 -3.44 3.88
C: 8.80 -4.39 2.32
O: 8.03 -3.27 1.89
C: 8.19 -2.13 2.74
C: 9.15 -1.10 2.13
O: 10.48 -1.61 2.06
C: 10.83 -2.05 0.75
H: 8.82 -5.12 1.52
H: 9.83 -4.10 2.56
H: 8.33 -4.84 3.20
H: 8.53 -2.44 3.74
H: 7.20 -1.68 2.85
H: 9.17 -0.22 2.78
H: 8.80 -0.78 1.14
H: 11.01 -1.18 0.11
H: 10.05 -2.68 0.32
H: 11.75 -2.63 0.82

Electronic structure analysis, Mulliken charges in units of e: atom 1 (H): 0.2692, atom 2 (N): -0.4849, atom 3 (C): -0.0853, atom 4 (C): -0.5161, atom 5 (C): 1.5387, atom 6 (C): -0.2322, atom 7 (N): -0.6053, atom 8 (N): -0.6322, atom 9 (C): 0.3192, atom 10 (C): -0.9557, atom 11 (C): -0.6743, atom 12 (C): 0.3677, atom 13 (C): -0.0474, atom 14 (N): -0.6292, atom 15 (C): -0.3567, atom 16 (N): -0.5426, atom 17 (O): -0.3120, atom 18 (C): -0.1155, atom 19 (C): -0.9057, atom 20 (H): 0.2204, atom 21 (H): 0.3250, atom 22 (H): 0.0975, atom 23 (H): 0.1736, atom 24 (H): 0.3854, atom 25 (H): 0.3248, atom 26 (H): 0.3120, atom 27 (H): 0.1313, atom 28 (H): 0.3040, atom 29 (H): 0.1394, atom 30 (H): 0.3485, atom 31 (H): 0.2996, atom 32 (H): 0.2996, atom 33 (H): 0.3566, atom 34 (H): 0.1421, atom 35 (H): 0.2890, atom 36 (H): 0.1726, atom 37 (H): 0.2951, atom 38 (C): -0.8067, atom 39 (O): -0.3800, atom 40 (C): 0.0527, atom 41 (C): -0.6482, atom 42 (O): -0.3631, atom 43 (C): -0.7230, atom 44 (H): 0.2313, atom 45 (H): 0.4126, atom 46 (H): 0.3389, atom 47 (H): 0.3336, atom 48 (H): -0.0826, atom 49 (H): 0.3715, atom 50 (H): 0.3455, atom 51 (H): 0.3296, atom 52 (H): 0.2982, atom 53 (H): 0.2488, atom 54 (C): -0.7709, atom 55 (O): -0.3246, atom 56 (C): -0.5069, atom 57 (C): -0.4587, atom 58 (O): -0.3904, atom 59 (C): -0.6351, atom 60 (H): 0.2477, atom 61 (H): 0.3296, atom 62 (H): 0.3192, atom 63 (H): 0.3184, atom 64 (H): 0.3968, atom 65 (H): 0.3714, atom 66 (H): 0.3252, atom 67 (H): 0.1870, atom 68 (H): 0.3733, atom 69 (H): 0.2402, atom 70 (C): -0.8564, atom 71 (O): -0.3355, atom 72 (C): -0.2665, atom 73 (C): -0.6387, atom 74 (O): -0.3737, atom 75 (C): -0.7010, atom 76 (H): 0.2704, atom 77 (H): 0.3704, atom 78 (H): 0.3234, atom 79 (H): 0.3389, atom 80 (H): 0.2896, atom 81 (H): 0.3814, atom 82 (H): 0.3337, atom 83 (H): 0.3216, atom 84 (H): 0.2982, atom 85 (H): 0.2465

[5]
A molecular structure, C6H16AgF2NO10S2 in a non-equilibrium geometry. Source: OMol25; level of theory: ωB97M-V with the def2-TZVPD basis set.

Properties
- multiplicity = 2
- E_LUMO (spin up / spin down) (eV) = 6.396 / 6.394
- highest occupied orbital energy (spin up / spin down) (eV) = 3.01 / 3.02
- charge = -3
- orbital gap (spin up / spin down) (hartree) = 0.12433 / 0.12416
- energy relative to the best compared isomer or geometry (same formula, charge and spin) (kJ/mol) = 98.0
- M (g/mol) = 472.189
- F_max (Eh/bohr) = 0.13080

Element x y z (Å)
Ag: 0.04 -0.34 -0.04
O: -4.40 -1.69 -2.63
C: -4.26 -0.68 -1.75
C: -3.03 -0.80 -0.74
O: -1.82 -1.12 -1.27
H: -5.17 -0.50 -1.14
H: -4.11 0.28 -2.28
H: -3.31 -1.51 0.05
H: -2.91 0.20 -0.27
O: 1.87 -1.38 -1.04
C: 3.18 -0.86 -1.06
C: 4.06 -0.86 -2.36
O: 3.99 -2.01 -3.13
H: 3.70 -1.49 -0.32
H: 3.20 0.16 -0.60
H: 5.12 -0.73 -2.05
H: 3.83 0.02 -3.01
N: -0.54 -1.06 1.96
S: -0.55 -2.51 2.49
O: -1.62 -3.35 2.03
O: -0.01 -2.75 3.82
F: 0.66 -2.95 1.54
S: -1.52 -0.46 3.18
O: -0.83 0.05 4.34
O: -2.83 -1.05 3.33
F: -1.94 0.93 2.46
C: 1.08 2.40 1.79
O: 1.47 1.27 1.03
H: 0.03 2.63 1.61
H: 1.19 2.22 2.86
H: 1.60 3.33 1.50
H: 2.41 1.38 0.88
C: 0.56 2.24 -2.02
O: -0.36 1.65 -1.12
H: 0.97 3.18 -1.61
H: 1.34 1.53 -2.29
H: 0.06 2.47 -2.97
H: -1.16 2.17 -1.19

Electronic structure analysis, Mulliken charges in units of e: atom 1 (Ag): 1.0466, atom 2 (O): -0.7767, atom 3 (C): -0.4729, atom 4 (C): 0.2317, atom 5 (O): -0.5698, atom 6 (H): 0.2493, atom 7 (H): 0.1404, atom 8 (H): 0.1509, atom 9 (H): 0.0212, atom 10 (O): -0.6025, atom 11 (C): -0.2687, atom 12 (C): -0.4290, atom 13 (O): -0.9842, atom 14 (H): 0.2971, atom 15 (H): -0.0971, atom 16 (H): 0.2359, atom 17 (H): 0.0143, atom 18 (N): 0.1119, atom 19 (S): 0.8486, atom 20 (O): -0.6037, atom 21 (O): -0.6649, atom 22 (F): -0.2722, atom 23 (S): 0.9335, atom 24 (O): -0.6411, atom 25 (O): -0.6232, atom 26 (F): -0.3082, atom 27 (C): -0.8651, atom 28 (O): -0.2371, atom 29 (H): 0.2194, atom 30 (H): 0.2947, atom 31 (H): 0.3631, atom 32 (H): 0.1970, atom 33 (C): -0.7150, atom 34 (O): -0.1236, atom 35 (H): 0.2596, atom 36 (H): 0.1427, atom 37 (H): 0.3360, atom 38 (H): 0.1613

[6]
A molecular structure, CHO2Pr in a non-equilibrium geometry. Source: OMol25; level of theory: ωB97M-V with the def2-TZVPD basis set.

Properties
- multiplicity = 4
- E_LUMO (spin up / spin down) (eV) = -5.489 / -5.488
- highest occupied orbital energy (spin up / spin down) (eV) = -12.51 / -12.54
- charge = +1
- orbital gap (spin up / spin down) (hartree) = 0.25785 / 0.25930
- energy relative to the best compared isomer or geometry (same formula, charge and spin) (kJ/mol) = 236.9
- M (g/mol) = 185.925
- F_max (Eh/bohr) = 0.05440

Element x y z (Å)
H: -1.10 -1.05 0.43
O: -0.37 1.19 0.06
O: 0.11 -0.91 -0.12
C: -0.79 0.06 -0.29
Pr: 2.15 0.71 -0.08

Electronic structure analysis, Mulliken charges in units of e: atom 1 (H): 0.4770, atom 2 (O): -0.5582, atom 3 (O): -0.4720, atom 4 (C): -0.0463, atom 5 (Pr): 1.5995